Record 1
{"formula": "H6NO6P3Sn", "method": "the ωB97M-V functional and the def2-TZVPD basis", "e_lumo_ev": -10.11, "multiplicity": 1, "de_lowest_kcal_mol": 54.85, "homo_lumo_gap_ev": 7.49, "charge": 2, "e_homo_ev": -17.60, "symbols": ["Sn", "P", "P", "P", "O", "O", "O", "O", "O", "O", "N", "H", "H", "H", "H", "H", "H"], "coordinates": [[-0.6447, 1.8532, -2.5435], [1.5852, -0.0504, -0.6778], [-1.8301, 1.1941, 0.0493], [-0.7905, -1.4483, -0.1788], [-1.6232, -0.1564, -0.9256], [0.7908, -1.5696, -0.7287], [-1.4936, -2.7218, -0.5952], [3.2209, -0.4292, -0.4832], [-0.8651, -1.3864, 1.4989], [-1.0831, 2.3731, -0.7061], [1.1766, 0.8218, 0.7726], [1.3539, 1.8113, 0.5662], [1.6909, 0.5095, 1.6040], [-0.4669, -2.2494, 1.7613], [-3.1931, 1.6047, 0.1854], [-1.2411, 1.1174, 1.3402], [3.4131, -1.2734, -0.9391]], "mulliken_charge": [1.277, 0.363, 0.515, 0.948, -0.334, -0.292, -0.539, -0.428, -0.423, -0.493, -0.453, 0.317, 0.284, 0.358, 0.252, 0.283, 0.365]}

Record 2
{"formula": "C20H23ClN4O2", "method": "the ωB97M-V functional and the def2-TZVPD basis", "e_lumo_ev": 0.44, "multiplicity": 1, "de_lowest_kcal_mol": 45.03, "homo_lumo_gap_ev": 9.26, "e_homo_ev": -8.83, "symbols": ["Cl", "O", "O", "N", "N", "N", "N", "C", "C", "C", "C", "C", "C", "C", "C", "C", "C", "C", "C", "C", "C", "C", "C", "C", "C", "C", "C", "H", "H", "H", "H", "H", "H", "H", "H", "H", "H", "H", "H", "H", "H", "H", "H", "H", "H", "H", "H", "H", "H", "H"], "coordinates": [[-6.6976, 1.6456, 1.1424], [-3.0053, -2.7437, 1.5264], [3.9860, 0.2134, 1.2031], [0.7717, -2.1661, -0.5287], [-1.7025, -0.9610, 1.1006], [3.2622, 0.3436, -0.9503], [1.4664, -1.1102, -0.1090], [-1.0123, -1.1067, 2.3637], [-2.6342, -1.8769, 0.7577], [-1.2185, 0.0865, 0.2257], [1.0833, -0.4211, 1.1087], [-4.5351, 1.4456, -2.1899], [-3.8159, 0.2769, -2.0096], [2.2896, -1.6406, -2.0815], [-4.8809, -0.0552, 0.1115], [4.0590, 0.7157, 0.1009], [5.0013, 1.8178, -0.2306], [6.3700, 1.7597, 0.4056], [-5.4254, 1.8789, -1.2235], [0.0822, 0.6872, 0.7574], [-3.9807, -0.4835, -0.8581], [1.2557, -2.5015, -1.7065], [-5.5891, 1.1182, -0.0765], [0.4658, -1.4061, 2.1169], [2.3989, -0.7550, -1.0234], [-3.2225, -1.7605, -0.6453], [5.3813, 2.7590, 0.8862], [-4.4019, 2.0269, -3.0899], [0.5502, -2.4127, 1.7082], [-0.1049, 1.2897, 1.6458], [-5.0230, -0.6403, 1.0070], [1.9919, 0.0192, 1.5254], [-1.1384, -0.1977, 2.9608], [2.8776, -1.6593, -2.9762], [0.5040, 1.3444, -0.0059], [-2.4256, -1.8703, -1.3830], [-1.4829, -1.9373, 2.8920], [-1.9735, 0.8779, 0.1287], [-3.9055, -2.6069, -0.7553], [0.8537, -3.3401, -2.2389], [5.5208, 3.8001, 0.6396], [-5.9873, 2.7897, -1.3553], [3.5196, 0.6978, -1.8608], [4.9267, 2.2235, -1.2315], [7.2113, 2.0899, -0.1839], [6.5694, 0.9080, 1.0377], [4.9145, 2.5801, 1.8426], [1.0067, -1.3666, 3.0614], [-1.0336, -0.3263, -0.7706], [-3.1231, -0.0492, -2.7715]], "mulliken_charge": [-0.225, -0.712, -0.704, -1.051, 0.261, -0.130, 0.877, -1.055, 0.784, -0.668, 0.360, -0.590, -0.378, -0.811, -0.371, 0.414, 0.015, -0.623, -0.517, -1.407, 0.483, -0.539, 0.150, -1.230, 0.370, -1.031, -0.610, 0.382, 0.379, 0.444, 0.515, 0.564, 0.319, 0.459, 0.418, 0.370, 0.601, 0.404, 0.310, 0.485, 0.283, 0.435, 0.278, 0.376, 0.291, 0.222, 0.242, 0.313, 0.477, 0.372]}

Record 3
{"formula": "C3Br2F2O2", "method": "the ωB97M-V functional and the def2-TZVPD basis", "e_lumo_ev": -0.48, "multiplicity": 1, "de_lowest_kcal_mol": 40.63, "homo_lumo_gap_ev": 8.95, "e_homo_ev": -9.43, "symbols": ["Br", "Br", "F", "F", "O", "O", "C", "C", "C"], "coordinates": [[-2.6472, 1.3160, 0.4814], [-1.5125, -1.5880, 0.4947], [0.7720, 0.0869, -1.1178], [0.4864, 1.1386, 0.8153], [3.3161, -0.6928, 1.0693], [-1.9560, -0.1401, -1.8352], [2.3404, -0.2381, 0.6214], [-2.0087, -0.1219, -0.6613], [1.2095, 0.2395, 0.1322]], "mulliken_charge": [-0.049, -0.074, -0.203, -0.189, -0.326, -0.362, 0.683, 0.458, 0.063]}

Record 4
{"formula": "C2H8NS", "method": "the ωB97M-V functional and the def2-TZVPD basis", "e_lumo_ev": [-9.64, -14.80], "multiplicity": 2, "de_lowest_kcal_mol": 88.62, "homo_lumo_gap_ev": [10.44, 5.27], "charge": 2, "e_homo_ev": [-20.08, -20.08], "symbols": ["S", "N", "C", "C", "H", "H", "H", "H", "H", "H", "H", "H"], "coordinates": [[-2.6270, 0.2078, -1.0025], [2.2092, -0.2756, 0.6358], [-0.8956, 0.9797, -0.7344], [-1.2193, -0.1228, 0.1901], [2.5406, 0.5026, 1.2250], [-0.7906, 1.9729, -0.2763], [-1.4371, 0.0386, 1.2419], [-0.5377, -0.9637, 0.0848], [3.0306, -0.5892, 0.0681], [-2.1807, -1.5024, -1.1421], [2.0535, -1.1283, 1.2344], [-0.1458, 0.8804, -1.5248]], "lowdin_spin": [0.006, 0.901, 0.004, 0.005, 0.030, 0.000, 0.000, 0.003, 0.025, 0.000, 0.026, 0.000]}

Record 5
{"formula": "C4H8O2", "method": "the ωB97M-V functional and the def2-TZVPD basis", "e_lumo_ev": 0.90, "multiplicity": 1, "de_lowest_kcal_mol": 19.36, "homo_lumo_gap_ev": 10.99, "e_homo_ev": -10.09, "symbols": ["O", "O", "C", "C", "C", "C", "H", "H", "H", "H", "H", "H", "H", "H"], "coordinates": [[1.5044, 1.4808, 0.1295], [-0.8649, 1.5033, -0.9568], [0.7138, 0.3447, 0.3697], [-0.7033, 0.6118, -0.1463], [1.3283, -0.8912, -0.3299], [-1.8490, -0.2480, 0.3304], [-2.7903, 0.2594, 0.1067], [-1.8402, -1.2102, -0.1952], [2.1703, -0.4845, -0.8940], [0.6739, 0.1896, 1.4553], [0.6487, -1.3955, -1.0267], [-1.7804, -0.4550, 1.4031], [1.7117, -1.6335, 0.3759], [1.0769, 1.9284, -0.6217]], "mulliken_charge": [-0.579, -0.595, 0.214, 0.651, -1.138, -1.143, 0.333, 0.287, 0.321, 0.325, 0.347, 0.343, 0.265, 0.368]}